## i
This record from the OMol25 dataset describes a cluster of 3 separate species, C3H13N2O3 in total. The level of theory is ωB97M-V/def2-TZVPD.

For the LUMO energy, the calculation gives -7.919 eV. Its highest occupied orbital energy is -14.23 eV.

ORCA input file:
```
! wB97M-V def2-TZVPD RIJCOSX def2/J DEFGRID3
* xyz 1 1
C 1.571 0.045 1.677
C 0.241 0.523 1.189
C -0.942 -0.392 0.899
N -2.268 0.132 1.271
O -1.182 -0.614 -0.648
N 2.766 0.440 0.936
H 1.640 -1.027 1.560
H 1.592 0.610 2.624
H -0.889 -1.412 1.259
H 0.072 1.548 1.302
H -2.198 0.892 1.954
H -2.919 -0.582 1.642
H 2.915 1.475 0.870
H -1.792 0.085 -0.783
H 2.668 -0.007 0.030
H -1.440 1.591 -3.417
H -0.489 0.362 -3.129
O -1.259 0.888 -2.768
H 0.964 -2.164 -2.509
H 0.164 -1.181 -1.588
O 0.783 -1.213 -2.371
*
```

---

## ii
This record from the OMol25 dataset describes a cluster of 3 separate species, C3H13N2O3 in total. The level of theory is ωB97M-V/def2-TZVPD.

For the LUMO energy, the calculation gives -2.751 eV. Its highest occupied orbital energy is -14.37 eV.

ORCA input file:
```
! wB97M-V def2-TZVPD RIJCOSX def2/J DEFGRID3
* xyz 1 1
O 1.203 1.206 0.274
C 1.069 0.978 -0.910
N 1.945 1.226 -1.893
C -0.265 0.391 -1.381
N -0.881 -0.350 -0.279
C -2.384 -0.375 -0.294
H 2.810 1.713 -1.729
H 1.663 1.186 -2.854
H -0.855 1.249 -1.687
H -0.145 -0.202 -2.285
H -0.614 0.149 0.566
H -0.455 -1.284 -0.251
H -2.704 -0.377 0.744
H -2.725 -1.303 -0.743
H -2.743 0.527 -0.763
H 1.906 -2.209 1.014
H 1.179 -0.843 1.312
O 1.172 -1.640 0.760
H 1.019 0.121 3.648
H -0.445 -0.207 3.686
O 0.252 0.045 3.067
*
```

---

Which is most stable, and by how much? ii, by 124.7 kcal/mol.

---

## i
This record from the OMol25 dataset describes a structure of composition C4H4O3. The level of theory is ωB97M-V/def2-TZVPD.

For the LUMO energy, the calculation gives -0.222 eV. Its highest occupied orbital energy is -9.49 eV.

ORCA input file:
```
! wB97M-V def2-TZVPD RIJCOSX def2/J DEFGRID3
* xyz 0 1
C 0.301 -1.827 -0.087
C 0.084 -0.335 -0.148
O -1.027 -0.002 -0.551
C 0.721 1.228 0.083
O 1.755 1.765 0.326
C -0.678 1.758 0.023
O -0.809 1.766 1.248
H 1.213 -2.143 -0.591
H -0.573 -2.312 -0.550
H 0.351 -2.150 0.956
H -1.337 2.253 -0.708
*
```

---

## ii
This record from the OMol25 dataset describes an isolated molecule of C4H4O3. The level of theory is ωB97M-V/def2-TZVPD.

Its SMILES is O=CC1(C=O)CO1. For the LUMO energy, the calculation gives 0.316 eV. Its highest occupied orbital energy is -10.16 eV.

ORCA input file:
```
! wB97M-V def2-TZVPD RIJCOSX def2/J DEFGRID3
* xyz 0 1
O 2.112 -1.341 0.037
C 1.084 -0.875 0.444
C 0.074 -0.012 -0.278
C -1.200 -0.708 -0.655
O -1.416 -1.855 -0.351
C 0.050 1.345 0.275
O 0.415 1.099 -1.077
H 0.749 -0.965 1.498
H -1.915 -0.093 -1.240
H -0.892 1.839 0.500
H 0.891 1.620 0.916
*
```

---

Which is most stable, and by how much? ii, by 17.2 kcal/mol.

---

## i
This record from the OMol25 dataset describes the ion C7H15N2O with charge +1. The level of theory is ωB97M-V/def2-TZVPD.

Its SMILES is C=C1N(C)CCO[C@@]1(C)[NH3+]. For the LUMO energy, the calculation gives -3.236 eV. Its highest occupied orbital energy is -11.70 eV.

ORCA input file:
```
! wB97M-V def2-TZVPD RIJCOSX def2/J DEFGRID3
* xyz 1 1
C 0.700 1.903 0.710
C 0.280 0.795 0.092
N -0.260 0.666 -1.140
C -0.973 1.729 -1.887
C -0.249 -0.636 -1.772
C 0.738 -1.586 -1.104
O 0.174 -1.769 0.178
C 0.074 -0.642 1.016
C -1.384 -0.602 1.601
N 1.242 -0.813 1.946
H 0.780 2.782 0.090
H 1.080 1.933 1.671
H -2.020 1.637 -1.721
H -0.612 2.679 -1.344
H -0.559 1.695 -2.792
H 0.070 -0.531 -2.788
H -1.179 -1.020 -1.688
H 0.690 -2.584 -1.595
H 1.740 -1.170 -0.972
H -1.614 -1.577 2.175
H -1.831 -0.425 0.652
H -1.488 0.185 2.286
H 1.631 0.003 2.397
H 1.848 -1.187 1.265
H 1.125 -1.466 2.726
*
```

---

## ii
This record from the OMol25 dataset describes the ion C7H15N2O with charge +1. The level of theory is ωB97M-V/def2-TZVPD.

Its SMILES is CN/C(C)=C\[N+](C)=C/OC. For the LUMO energy (alpha / beta), the calculation gives -3.685 / -3.686 eV. Its highest occupied orbital energy (alpha / beta) is -11.79 / -11.79 eV.

ORCA input file:
```
! wB97M-V def2-TZVPD RIJCOSX def2/J DEFGRID3
* xyz 1 1
C -2.739 0.251 0.985
N -1.476 0.485 0.339
C -0.677 -0.382 -0.388
C -1.328 -1.521 -0.987
C 0.664 -0.100 -0.677
N 1.431 1.015 -0.307
C 0.912 2.338 -0.511
C 2.701 0.795 -0.043
O 3.376 -0.264 0.239
C 2.639 -1.395 0.740
H -3.601 0.960 0.680
H -2.948 -0.736 0.903
H -2.684 0.500 2.118
H -1.012 1.219 0.645
H -1.953 -2.091 -0.244
H -0.833 -2.187 -1.659
H -2.125 -1.055 -1.620
H 1.221 -0.853 -1.180
H 1.469 2.771 -1.365
H -0.118 2.142 -0.856
H 0.862 2.967 0.503
H 3.429 1.648 -0.061
H 2.944 -1.877 1.723
H 2.730 -2.059 -0.148
H 1.592 -1.158 1.084
*
```

---

Which is most stable, and by how much? i, by 10.3 kcal/mol.

---

## i
This record from the OMol25 dataset describes a structure of composition C7H15N2O. The level of theory is ωB97M-V/def2-TZVPD.

For the LUMO energy, the calculation gives -3.009 eV. Its highest occupied orbital energy is -13.82 eV.

ORCA input file:
```
! wB97M-V def2-TZVPD RIJCOSX def2/J DEFGRID3
* xyz 1 1
C 0.148 -0.059 -0.115
C 1.392 -0.411 0.008
C -0.761 1.035 -0.413
C -2.342 -0.690 -0.733
C 1.810 -1.817 0.360
C 2.494 0.557 -0.265
C -1.187 1.710 0.961
N -1.739 0.406 -1.309
N -1.143 -1.446 -0.145
O -3.116 -0.476 0.534
H -0.175 1.693 -1.023
H -3.008 -1.350 -1.348
H 2.530 -1.874 1.047
H 0.957 -2.349 0.822
H 1.974 -2.264 -0.714
H 3.039 0.227 -1.211
H 2.158 1.648 -0.504
H 3.065 0.577 0.652
H -0.145 1.759 1.413
H -1.885 1.014 1.319
H -1.580 2.740 0.655
H -2.147 1.090 -1.863
H -0.592 -2.096 -0.700
H -1.512 -1.785 0.717
H -3.917 -0.023 0.259
*
```

---

## ii
This record from the OMol25 dataset describes the ion C7H15N2O with charge +1. The level of theory is ωB97M-V/def2-TZVPD.

Its SMILES is C=C[C@H](O)[C@@](N)([NH3+])C1CC1. For the LUMO energy, the calculation gives -2.836 eV. Its highest occupied orbital energy is -13.59 eV.

ORCA input file:
```
! wB97M-V def2-TZVPD RIJCOSX def2/J DEFGRID3
* xyz 1 1
C 1.229 2.161 2.422
C 0.505 1.960 1.319
C 0.862 1.086 0.140
O 0.382 1.694 -0.999
C 0.031 -0.412 0.260
N 0.303 -1.045 1.398
N -1.532 0.202 0.142
C 0.211 -1.113 -1.090
C -0.336 -2.449 -1.360
C -0.744 -1.368 -2.263
H 0.897 2.941 3.136
H 2.286 1.717 2.527
H -0.486 2.425 1.207
H 2.015 0.966 0.279
H 0.972 2.209 -1.568
H 0.712 -0.619 2.236
H 0.042 -2.013 1.296
H -1.510 1.019 -0.505
H -1.855 0.626 1.025
H -2.302 -0.420 -0.139
H 1.309 -1.124 -1.332
H -1.126 -2.977 -0.893
H 0.427 -3.131 -1.754
H -0.460 -1.328 -3.308
H -1.834 -1.007 -2.176
*
```

---

Which is most stable, and by how much? ii, by 6.8 kcal/mol.

---

## i
This record from the OMol25 dataset describes an isolated molecule of C3H5ClS. The level of theory is ωB97M-V/def2-TZVPD.

For the LUMO energy (alpha / beta), the calculation gives -0.309 / -0.288 eV. Its highest occupied orbital energy (alpha / beta) is -7.92 / -7.90 eV.

ORCA input file:
```
! wB97M-V def2-TZVPD RIJCOSX def2/J DEFGRID3
* xyz 0 1
C -1.634 0.687 -1.770
C 0.137 0.113 0.497
C 1.143 -0.659 1.173
S -0.401 -0.227 -1.033
Cl 2.809 -0.335 0.482
H -1.968 1.443 -1.064
H -1.923 0.200 -2.662
H -0.411 0.781 1.152
H 1.083 -1.691 1.041
H 1.165 -0.312 2.185
*
```

---

## ii
This record from the OMol25 dataset describes a structure of composition C3H5ClS. The level of theory is ωB97M-V/def2-TZVPD.

For the LUMO energy, the calculation gives -1.220 eV. Its highest occupied orbital energy is -8.94 eV.

ORCA input file:
```
! wB97M-V def2-TZVPD RIJCOSX def2/J DEFGRID3
* xyz 0 1
C -0.900 -0.692 0.360
C -0.146 0.649 -0.220
C 1.317 0.928 0.285
H -0.877 -1.005 1.596
H -0.281 -1.545 0.050
H -0.876 1.579 -0.012
H -0.013 0.433 -1.187
H 1.881 1.841 1.121
S 2.616 -0.372 -0.142
Cl -2.548 -0.039 -0.109
*
```

---

## iii
This record from the OMol25 dataset describes a cluster of 2 separate species, C3H5ClS in total. The level of theory is ωB97M-V/def2-TZVPD.

Its SMILES is C#CCl.CS. For the LUMO energy, the calculation gives 0.785 eV. Its highest occupied orbital energy is -9.12 eV.

ORCA input file:
```
! wB97M-V def2-TZVPD RIJCOSX def2/J DEFGRID3
* xyz 0 1
C -0.376 0.687 -4.328
C 0.169 1.070 -3.331
Cl 0.891 1.546 -1.968
H -0.624 0.090 -5.206
C 0.378 -0.696 2.844
S -0.182 -0.246 1.122
H -0.539 -1.167 3.166
H 0.668 0.094 3.601
H 1.130 -1.577 2.775
H -1.515 0.199 1.323
*
```

---

## iv
This record from the OMol25 dataset describes an isolated molecule of C3H5ClS. The level of theory is ωB97M-V/def2-TZVPD.

For the LUMO energy (alpha / beta), the calculation gives -0.708 / -0.458 eV. Its highest occupied orbital energy (alpha / beta) is -8.20 / -7.95 eV.

ORCA input file:
```
! wB97M-V def2-TZVPD RIJCOSX def2/J DEFGRID3
* xyz 0 1
C 1.760 -0.859 0.632
C -0.448 0.105 -0.153
C -1.740 0.373 -0.754
S 0.500 -1.212 -0.405
Cl -3.177 -0.463 0.308
H 1.655 -0.037 1.207
H 2.285 -1.682 1.066
H 0.049 0.958 0.280
H -1.784 -0.045 -1.671
H -2.158 1.319 -0.876
*
```

---

Which is most stable, and by how much? i, by 4.4 kcal/mol.

---

## i
This record from the OMol25 dataset describes a structure of composition C8H12N2O2. The level of theory is ωB97M-V/def2-TZVPD.

For the LUMO energy, the calculation gives 0.398 eV. Its highest occupied orbital energy is -10.31 eV.

ORCA input file:
```
! wB97M-V def2-TZVPD RIJCOSX def2/J DEFGRID3
* xyz 0 1
C -2.557 -0.939 -3.250
C -2.678 -1.208 -0.880
C -1.742 -1.573 0.447
C -0.894 -0.411 0.815
C -0.014 0.263 -0.265
C 1.097 1.187 0.024
C 1.660 0.898 1.498
C 3.613 1.388 2.504
H -2.661 -0.030 -0.567
H -3.522 -1.759 -0.834
H -1.228 -2.552 0.218
H -2.288 -1.813 1.422
H -1.460 0.333 1.711
H -0.374 -1.076 1.569
H 0.609 -0.641 -0.601
H -0.590 0.708 -0.943
H 0.756 2.336 -0.193
H 1.937 1.093 -0.783
H 2.046 -0.368 1.691
H 0.740 1.444 2.365
N -2.112 -1.280 -2.210
N 3.159 1.713 1.433
O -3.121 -0.828 -4.293
O 4.095 1.038 3.671
*
```

---

## ii
This record from the OMol25 dataset describes a cluster of 2 separate species, C8H12N2O2 in total. The level of theory is ωB97M-V/def2-TZVPD.

Its SMILES is CC(C)(C)C(=O)C=C=N.N=C=O. For the LUMO energy, the calculation gives 0.594 eV. Its highest occupied orbital energy is -9.14 eV.

ORCA input file:
```
! wB97M-V def2-TZVPD RIJCOSX def2/J DEFGRID3
* xyz 0 1
C -1.925 -0.635 -0.786
C -0.527 -0.224 -0.293
C 0.384 -0.736 -1.400
C -0.447 1.220 -0.124
C -0.010 -1.091 0.909
O -0.576 -2.113 1.270
C 1.316 -0.690 1.343
C 1.981 0.425 1.553
N 2.762 1.309 1.697
H -2.212 -1.652 -0.965
H -1.924 -0.156 -1.736
H -2.772 -0.178 -0.197
H 0.398 -0.343 -2.440
H 1.339 -0.657 -1.067
H 0.203 -1.772 -1.621
H -1.118 1.652 -0.791
H -0.646 1.547 0.901
H 0.545 1.652 -0.405
H 2.058 -1.430 1.767
H 2.752 1.940 2.470
N 4.315 0.949 -1.022
C 4.043 0.065 -0.323
O 3.845 -0.797 0.404
H 3.918 1.677 -1.622
*
```

---

Which is most stable, and by how much? ii, by 89.8 kcal/mol.